(1)
125
Properties=species:S:1:pos:R:3 method="wB97M-V/def2-TZVPD" e_tot_ev=-173684.6948
C 4.0457 -3.5846 2.3523
C 3.3794 -2.3066 2.8525
O 3.4877 -2.0080 4.0193
O 2.6611 -1.6048 1.9288
C 2.9051 -0.1975 1.9936
C 1.6283 0.5794 1.5579
C 1.3934 1.8277 2.4520
C 0.7884 1.3236 3.8103
C -0.6633 1.8068 4.0125
C -1.6920 1.3698 2.9413
C -2.1656 0.1034 2.8967
C -1.7423 -1.0244 3.8361
C -1.5512 -2.3806 3.0995
O -1.6987 -3.3889 3.7139
Br -1.0719 -2.5238 1.2094
C -3.1899 -0.2408 1.9165
C -3.7115 0.6016 1.0365
C -4.8163 0.2342 0.0337
C -5.4080 -1.1140 0.4254
C -5.2685 -2.1946 -0.4183
C -5.7835 -3.4098 -0.0064
C -6.4058 -3.5946 1.1920
C -6.9347 -4.9390 1.6625
C -6.5662 -2.4941 2.0305
C -6.0579 -1.2902 1.6319
C -3.1877 1.9214 1.0511
N -3.5154 2.9214 0.2592
S -2.6353 4.2033 0.6724
N -1.7939 3.5840 1.9248
C -2.1725 2.3364 2.0055
H 3.5581 -3.9666 1.4495
H 3.9434 -4.3806 3.0999
H 5.1037 -3.4102 2.1190
H 3.1953 0.1503 2.9939
H 3.7146 0.0883 1.3023
H 1.7344 0.9297 0.5261
H 0.7767 -0.1147 1.5832
H 0.7033 2.4902 1.9157
H 2.3407 2.3345 2.6869
H 0.8931 0.2307 3.8120
H 1.3706 1.7150 4.6592
H -0.7016 2.8994 4.0991
H -1.0705 1.3925 4.9512
H -0.8910 -0.7489 4.4603
H -2.6085 -1.2039 4.4928
H -3.5156 -1.2806 1.9470
H -5.6002 1.0043 0.0762
H -4.3699 0.1723 -0.9683
H -4.7498 -2.0725 -1.3671
H -5.6448 -4.2568 -0.6840
H -7.5316 -5.4245 0.8809
H -7.4820 -4.8304 2.6061
H -6.0983 -5.6234 1.8858
H -7.0550 -2.6016 2.9980
H -6.1327 -0.4057 2.2707
C 5.7073 -6.5554 5.3252
C 6.9232 -6.4017 4.6726
C 7.3975 -7.4068 3.8445
C 6.6428 -8.5552 3.6770
C 5.4326 -8.7239 4.3274
C 4.9648 -7.7163 5.1565
N 7.1316 -9.6131 2.7794
O 8.2093 -9.4419 2.2369
O 6.4289 -10.5969 2.6283
H 5.3360 -5.7661 5.9672
H 7.4999 -5.4961 4.8072
H 8.3442 -7.2833 3.3381
H 4.8501 -9.6247 4.1960
H 4.0189 -7.8340 5.6684
C -0.4047 -6.4479 -5.1535
C 0.5155 -7.2712 -4.5182
C 1.0196 -6.9194 -3.2760
C 0.5907 -5.7450 -2.6822
C -0.3205 -4.9116 -3.3074
C -0.8189 -5.2675 -4.5507
N 1.1048 -5.3807 -1.3536
O 1.9194 -6.1268 -0.8388
O 0.6809 -4.3570 -0.8461
H -0.8012 -6.7277 -6.1216
H 0.8378 -8.1898 -4.9904
H 1.7356 -7.5633 -2.7851
H -0.6481 -3.9933 -2.8405
H -1.5338 -4.6262 -5.0491
C -7.6287 4.1186 -2.5686
C -7.3952 3.3949 -1.4074
C -8.2262 2.3390 -1.0687
C -9.2832 2.0152 -1.9004
C -9.5323 2.7326 -3.0579
C -8.6990 3.7901 -3.3910
N -10.1520 0.8793 -1.5540
O -9.9162 0.2825 -0.5190
O -11.0540 0.6015 -2.3253
H -6.9746 4.9398 -2.8342
H -6.5612 3.6526 -0.7666
H -8.0355 1.7829 -0.1612
H -10.3619 2.4792 -3.7026
H -8.8819 4.3567 -4.2946
C 4.5643 6.5616 -0.1463
C 4.3616 6.2883 -1.4926
C 3.5095 5.2630 -1.8718
C 2.8654 4.5242 -0.8938
C 3.0638 4.7812 0.4517
C 3.9195 5.8063 0.8246
N 1.9424 3.4524 -1.2923
O 1.8019 3.2375 -2.4829
O 1.3677 2.8420 -0.4058
H 5.2266 7.3670 0.1463
H 4.8672 6.8785 -2.2458
H 3.3548 5.0538 -2.9210
H 2.5612 4.1979 1.2108
H 4.0811 6.0194 1.8731
C 4.3893 9.1033 -7.5289
C 3.7925 8.8999 -6.2917
C 4.5663 8.8867 -5.1421
C 5.9331 9.0824 -5.2464
C 6.5415 9.2791 -6.4739
C 5.7625 9.2885 -7.6201
N 6.7543 9.0930 -4.0264
O 6.1894 8.8970 -2.9620
O 7.9467 9.2994 -4.1477
H 3.7819 9.1185 -8.4252
H 2.7225 8.7544 -6.2233
H 4.0969 8.7283 -4.1812
H 7.6095 9.4266 -6.5495
H 6.2254 9.4439 -8.5855



(2)
78
Properties=species:S:1:pos:R:3 method="wB97M-V/def2-TZVPD" e_tot_ev=-84046.5156 charge=+1 multiplicity=3
O 3.8581 1.1325 3.2395
C 3.4658 1.0903 2.1435
Cr 2.7717 0.6859 0.4166
C 1.5744 -0.4216 1.3544
O 0.8916 -1.2066 1.8886
C 3.6508 -1.0124 0.6670
O 4.0617 -2.0262 1.0708
C 3.9314 1.8739 -0.9632
C 3.1620 2.7397 -0.1707
C 1.7882 2.5420 -0.0388
C 1.1411 1.4489 -0.6651
C -0.1665 0.9806 -0.1689
C -1.1769 0.4824 0.3296
C -2.4565 0.0431 0.7115
C -2.7588 -1.3469 0.4145
C -1.8202 -2.0361 -0.4073
C -2.0171 -3.3475 -0.8306
C -3.1243 -4.0614 -0.3639
C -4.0586 -3.4151 0.4559
C -3.9101 -2.0700 0.8167
C -3.4096 1.0881 1.0271
C -3.0926 2.3920 0.5417
C -4.0282 3.4196 0.5070
C -5.2984 3.2096 1.0527
C -5.5885 1.9752 1.6533
C -4.6324 0.9553 1.7339
C 1.9175 0.6542 -1.5511
C 3.2880 0.8632 -1.6912
H 5.0114 1.9920 -1.0252
H 3.6367 3.5488 0.3828
H 1.1797 3.1878 0.6019
H -0.9249 -1.4996 -0.7270
H -1.3061 -3.7947 -1.5306
H -3.2412 -5.1173 -0.6189
H -4.9370 -3.9596 0.8021
H -4.6780 -1.5972 1.4214
H -2.0912 2.5691 0.1448
H -3.7610 4.3678 0.0310
H -6.0335 4.0172 1.0434
H -6.5867 1.7964 2.0562
H -4.8117 0.0909 2.3749
H 1.4128 -0.1584 -2.0825
H 3.8618 0.2133 -2.3515
C -2.1383 1.5693 6.5150
N -2.7639 0.2980 6.2447
C -2.0580 -0.7514 5.5154
H -2.1187 -0.5569 4.3889
C -0.6090 -0.9037 5.9377
C -0.3096 -1.1148 7.3047
C 1.0059 -1.2917 7.7023
C 2.0340 -1.2358 6.7445
N 3.3851 -1.3382 7.1789
O 4.3123 -1.2686 6.3376
O 3.5885 -1.4907 8.4099
C 1.7327 -1.0361 5.3841
C 0.4163 -0.8655 4.9873
N -2.8733 -1.9097 5.8688
C -2.3699 -3.2514 5.7057
C -3.8561 -1.5908 6.7794
C -3.7886 -0.2075 7.0137
C -4.4313 0.3766 8.1077
C -5.1997 -0.4594 8.9206
C -5.2659 -1.8467 8.6868
C -4.5664 -2.4382 7.6328
H -2.8139 2.1538 7.1436
H -1.1830 1.4480 7.0493
H -1.9588 2.0881 5.5668
H -1.0967 -1.1462 8.0647
H 1.2613 -1.4619 8.7426
H 2.5426 -1.0072 4.6670
H 0.1368 -0.7112 3.9422
H -3.1181 -3.9438 6.0977
H -2.1953 -3.4423 4.6406
H -1.4306 -3.4037 6.2607
H -4.3010 1.4406 8.2914
H -5.7502 -0.0294 9.7602
H -5.8665 -2.4744 9.3486
H -4.5379 -3.5109 7.4563